Record 1
Here is a single C5H6O molecule from the OMol25 dataset. Energies are from wB97M-V/def2-TZVPD.

Atoms and positions in Å:
C  2.3922  -0.8755  -0.0566
C  0.9723  -0.7414  0.1681
C  -0.2326  -0.6744  0.1766
C  -1.6496  -0.3437  0.1076
C  -1.7047  1.2229  0.0782
O  -2.7696  -0.8266  -0.0117
H  2.3410  -0.7797  -1.1621
H  2.7590  -1.7194  0.5815
H  2.9034  -0.0047  0.2181
H  -2.6962  1.5932  -0.3116
H  -0.9467  1.4232  -0.7292
H  -1.3686  1.7263  0.9409

Summary:
Gap between HOMO and LUMO (eV): 10.18
ΔE to the lowest compared entry with this formula, charge and spin (kJ/mol): 257.8
SMILES: CC#CC(C)=O
2S+1: 1
Charge: 0
Total energy (eV): -7326.61217

Record 2
Here is C5H6O as an isolated structure from the OMol25 dataset. Energies are from wB97M-V/def2-TZVPD.

Atoms and positions in Å:
C  -1.4850  1.6659  -0.6454
C  -0.3261  1.3580  -0.5224
C  0.8563  0.5070  -0.2832
C  0.5797  -0.3625  0.9625
C  -0.0583  -1.2814  -0.0871
O  0.7409  -0.6629  -1.1168
H  -2.5253  1.8766  -0.7494
H  1.8223  1.0079  -0.3932
H  1.5025  -0.7770  1.3758
H  -0.0518  0.0647  1.7432
H  -1.1170  -1.0317  -0.2384
H  0.0617  -2.3645  -0.0456

Summary:
Gap between HOMO and LUMO (eV): 11.08
ΔE to the lowest compared entry with this formula, charge and spin (kJ/mol): 294.2
2S+1: 1
Charge: 0
Total energy (eV): -7326.23508

Record 3
Here is a single C5H6O molecule from the OMol25 dataset. Energies are from wB97M-V/def2-TZVPD.

Atoms and positions in Å:
C  -0.1068  -1.4987  -1.1083
C  0.7992  -0.2834  -1.1205
O  0.1756  0.7303  -0.2975
C  0.7000  0.7836  0.8978
C  -0.1586  1.5047  1.7835
C  -0.8513  1.8415  2.7165
H  -0.3676  -1.7269  -0.0721
H  0.4004  -2.3735  -1.5253
H  -1.0309  -1.3221  -1.6697
H  0.9083  0.1243  -2.1222
H  1.7815  -0.4917  -0.6913
H  -1.4548  2.1174  3.5501

Summary:
Gap between HOMO and LUMO (eV): 8.65
ΔE to the lowest compared entry with this formula, charge and spin (kJ/mol): 414.5
2S+1: 1
Charge: 0
Total energy (eV): -7324.98871

Record 4
Here is a single C5H6O molecule from the OMol25 dataset. Energies are from wB97M-V/def2-TZVPD.

Atoms and positions in Å:
C  -1.9323  0.2882  -0.2543
C  -0.9392  -0.8760  -0.1692
C  0.4363  -0.4060  0.0042
C  1.5439  0.0467  0.1751
C  2.8627  0.5975  0.4196
O  3.0588  1.7567  0.7075
H  -1.8807  0.9032  0.6487
H  -1.7054  0.9278  -1.1121
H  -2.9541  -0.0880  -0.3611
H  -0.9998  -1.5011  -1.0682
H  -1.1885  -1.5273  0.6774
H  3.6982  -0.1216  0.3324

Summary:
Gap between HOMO and LUMO (eV): 10.70
ΔE to the lowest compared entry with this formula, charge and spin (kJ/mol): 169.8
SMILES: CCC#CC=O
2S+1: 1
Charge: 0
Total energy (eV): -7327.52416

Record 5
Here is a single C5H6O molecule from the OMol25 dataset. Energies are from wB97M-V/def2-TZVPD.

Atoms and positions in Å:
C  2.2900  -0.2368  0.8121
C  1.9871  0.0233  -0.3348
C  0.6451  0.1653  -0.8656
O  0.2660  -0.0182  -1.9971
C  -0.3211  0.4087  0.3167
C  -1.6430  -0.1112  -0.1874
H  2.6660  -0.5699  1.7420
H  0.2493  0.0293  1.1764
H  -0.3774  1.4750  0.5571
H  -2.5090  0.4393  0.2006
H  -1.8044  -1.1834  -0.0607
H  -1.3844  -0.0073  -1.2897

Summary:
Gap between HOMO and LUMO (eV): 10.45
ΔE to the lowest compared entry with this formula, charge and spin (kJ/mol): 320.9
SMILES: C#CC(=O)CC
2S+1: 1
Charge: 0
Total energy (eV): -7325.95827

Record 6
Here is a 2-piece molecular cluster, C5H6O overall from the OMol25 dataset. Energies are from wB97M-V/def2-TZVPD.

Atoms and positions in Å:
O  -2.4012  -0.5713  0.4296
C  -1.2573  -0.3488  0.1491
C  -0.5700  0.0823  -1.1286
C  0.7773  0.1616  -0.4126
C  1.0500  -0.9798  0.4447
C  -0.0313  -0.3228  1.0596
H  -0.9306  1.0798  -1.3906
H  -0.6453  -0.5854  -1.9931
H  1.5946  0.7975  -0.7271
H  0.4319  1.5064  0.6898
H  2.0038  -1.0659  0.9622
H  -0.0148  0.3002  1.9559

Summary:
Gap between HOMO and LUMO (eV): 8.14
ΔE to the lowest compared entry with this formula, charge and spin (kJ/mol): 562.0
2S+1: 1
Charge: 0
Total energy (eV): -7323.45987

Record 7
Here is a single C5H6O molecule from the OMol25 dataset. Energies are from wB97M-V/def2-TZVPD.

Atoms and positions in Å:
C  0.1820  -1.1540  -0.5443
C  -1.0731  -0.7901  -0.2886
C  -1.0780  0.5941  0.2798
O  -0.2577  1.0129  1.5895
C  0.2968  1.0658  0.3121
C  1.1731  -0.1307  -0.0577
H  0.4899  -2.0603  -1.0506
H  -1.9660  -1.3708  -0.5120
H  -1.9759  1.1968  0.2650
H  0.5847  2.0419  -0.0439
H  1.6773  -0.4933  0.8476
H  1.9467  0.0877  -0.7967

Summary:
Gap between HOMO and LUMO (eV): 10.43
ΔE to the lowest compared entry with this formula, charge and spin (kJ/mol): 182.1
SMILES: C1=C[C@H]2O[C@H]2C1
2S+1: 1
Charge: 0
Total energy (eV): -7327.39713

Record 8
Here is a single C5H6O molecule from the OMol25 dataset. Energies are from wB97M-V/def2-TZVPD.

Atoms and positions in Å:
O  2.1229  -0.8037  -1.5244
C  2.0911  -0.5069  -0.3556
C  0.8286  -0.1892  0.4142
C  -0.4460  -0.2216  -0.4132
C  -1.6305  0.3113  0.1052
C  -2.5883  1.0614  0.3603
H  3.0270  -0.4756  0.2471
H  0.9568  0.7732  0.9232
H  0.7834  -0.9313  1.2369
H  -1.1958  0.9972  -0.8785
H  -0.5142  -1.0525  -1.1218
H  -3.4350  1.0378  1.0065

Summary:
Gap between HOMO and LUMO (eV): 8.91
ΔE to the lowest compared entry with this formula, charge and spin (kJ/mol): 509.0
2S+1: 1
Charge: 0
Total energy (eV): -7324.00898

Record 9
Here is a single C5H6O molecule from the OMol25 dataset. Energies are from wB97M-V/def2-TZVPD.

Atoms and positions in Å:
C  0.0720  1.2394  0.6237
C  -0.0967  -0.1518  0.0634
C  1.0808  -1.0047  -0.1796
O  0.2056  -1.2405  0.9091
C  -1.0347  -0.2681  -1.9487
C  -1.3871  -0.3859  -0.7045
H  -0.8159  1.5434  1.1876
H  0.2109  1.9521  -0.1962
H  0.9457  1.2694  1.2805
H  2.0590  -0.6106  0.0971
H  1.0658  -1.7455  -0.9777
H  -2.3054  -0.5971  -0.1546

Summary:
Gap between HOMO and LUMO (eV): 10.39
ΔE to the lowest compared entry with this formula, charge and spin (kJ/mol): 450.8
2S+1: 1
Charge: 0
Total energy (eV): -7324.61239

Record 10
Here is a single C5H6O molecule from the OMol25 dataset. Energies are from wB97M-V/def2-TZVPD.

Atoms and positions in Å:
C  1.1182  1.4036  -0.6741
C  -0.3683  1.2129  -0.3576
C  -0.6500  -0.1858  -0.0517
C  -0.7292  -1.3253  0.3382
C  -0.7411  -2.6057  1.0084
O  0.2739  -3.2048  1.2857
H  1.7201  0.9633  0.1261
H  1.3941  0.9034  -1.6058
H  1.3633  2.4657  -0.7563
H  -1.0196  1.5865  -1.1560
H  -0.6216  1.7720  0.5510
H  -1.7398  -2.9856  1.2922

Summary:
Gap between HOMO and LUMO (eV): 10.66
ΔE to the lowest compared entry with this formula, charge and spin (kJ/mol): 176.3
SMILES: CCC#CC=O
2S+1: 1
Charge: 0
Total energy (eV): -7327.45736

Record 11
Here is a single C5H6O molecule from the OMol25 dataset. Energies are from wB97M-V/def2-TZVPD.

Atoms and positions in Å:
C  2.3531  0.0144  0.0177
C  1.0897  0.4159  -0.4440
C  -0.0234  0.7208  0.4443
O  -1.1813  1.4038  -0.0690
C  -1.4915  0.1240  0.0268
C  -2.2559  -0.9487  -0.0482
H  3.1489  -0.3124  -0.6430
H  2.3227  -0.1962  1.0369
H  0.9645  0.6323  -1.5111
H  0.2891  0.8201  1.4280
H  -3.2963  -0.8118  -0.5547
H  -1.9195  -1.8621  0.3163

Summary:
Gap between HOMO and LUMO (eV): 9.96
ΔE to the lowest compared entry with this formula, charge and spin (kJ/mol): 356.4
SMILES: C=C[C@H]1OC1=C
2S+1: 1
Charge: 0
Total energy (eV): -7325.59071

Record 12
Here is a 2-piece molecular cluster, C5H6O overall from the OMol25 dataset. Energies are from wB97M-V/def2-TZVPD.

Atoms and positions in Å:
C  1.4177  -0.0968  -1.5692
C  0.2358  -0.7331  -1.5692
C  1.3014  0.2239  -0.0598
C  0.0750  -0.4910  0.0263
C  -1.2099  -0.3901  0.7408
O  1.2390  -1.0117  0.6501
H  2.3496  -0.1060  -2.1469
H  -0.2415  -1.1462  -2.3680
H  1.5177  1.5631  1.2488
H  -1.4627  0.6687  0.7491
H  -1.0876  -0.6357  1.8449
H  -1.9120  -0.9742  0.2502

Summary:
Gap between HOMO and LUMO (eV): 9.32
ΔE to the lowest compared entry with this formula, charge and spin (kJ/mol): 684.7
2S+1: 1
Charge: 0
Total energy (eV): -7322.18838

The E_HOMO results, record by record, are as follows: -0.3550, -0.3671, -0.3171, -0.3801, -0.3750, -0.2956, -0.3439, -0.3009, -0.3860, -0.3789, -0.3271, -0.3507 Eh.